(1)
ORCA calculation (the ωB97M-V functional and the def2-TZVPD basis) on C17H31N3O3 in the gas phase.

Summary:
**DFT total energy**: -1056.4308 a.u.
**Gap between HOMO and LUMO**: 9.83 eV
**SMILES**: CCOCCCNC(=O)[C@@H]1CCCN1C(=O)NC1CCCCC1
**ΔE to the lowest compared entry with this formula, charge and spin**: 0.0005 eV
**HOMO energy**: -8.94 eV

Geometry as XYZ:
```
54
Properties=species:S:1:pos:R:3:forces:R:3:mulliken_charge:R:1
C -0.85422 4.55542 0.11471 -0.12 -0.40 0.23 -1.367
C -1.44271 3.21253 0.52019 -0.15 0.18 -0.29 -0.049
O -0.57382 2.59234 1.46029 0.27 0.17 -0.01 -0.414
C -1.21631 1.65714 2.29932 -0.17 -0.10 0.36 -0.560
C -0.17759 1.05654 3.24698 -0.10 -0.05 -0.44 -0.888
H 0.50350 1.85637 3.54177 -0.02 0.04 0.11 0.278
H -0.67548 0.67887 4.13986 0.02 0.01 0.03 0.462
C 0.60538 -0.08020 2.60310 0.11 -0.18 0.28 -0.386
N 1.18325 0.35225 1.34861 -0.19 0.35 0.25 0.464
C 1.87669 -0.48678 0.57170 0.16 0.20 -0.35 -0.400
O 2.17041 -1.62432 0.89713 0.09 -0.29 0.07 -0.693
C 2.29604 0.09697 -0.78626 0.05 -0.56 0.06 0.497
N 1.18648 0.73897 -1.46264 0.26 0.28 0.14 0.076
C -0.08771 0.24980 -1.55803 0.19 -0.16 -0.06 0.474
O -1.01945 0.95502 -1.91346 -0.37 0.24 -0.18 -0.773
N -0.23035 -1.06177 -1.23690 0.12 -0.30 0.05 0.181
H 0.56750 -1.62136 -0.99322 0.16 0.05 -0.01 0.177
C -1.50794 -1.73753 -1.28261 -0.54 0.09 -0.06 -0.335
C -1.93212 -2.20671 0.11426 0.18 0.07 -0.03 -0.536
C -1.03875 -3.33340 0.62816 -0.29 -0.10 -0.03 -0.283
C -1.05434 -4.50609 -0.34731 0.29 0.06 0.05 -0.999
C -0.58660 -4.05546 -1.72746 -0.33 -0.11 -0.03 -0.560
C -1.46741 -2.92358 -2.25217 0.21 0.12 0.03 -1.004
H -2.48597 -3.29300 -2.38725 -0.06 -0.03 -0.03 0.431
H -1.10242 -2.58084 -3.22239 -0.08 0.03 -0.03 0.363
H -0.62146 -4.89489 -2.42539 0.12 0.03 -0.02 0.357
H 0.45244 -3.72467 -1.66508 0.13 -0.03 -0.04 0.265
H -0.40695 -5.30374 0.02177 -0.06 -0.07 0.01 0.383
H -2.06989 -4.90361 -0.42127 -0.05 -0.08 0.00 0.348
H -1.39480 -3.66199 1.60752 0.09 0.04 0.05 0.464
H -0.01385 -2.97740 0.75371 0.07 0.02 0.09 0.050
H -2.96466 -2.55893 0.06128 -0.08 -0.01 0.02 0.510
H -1.90393 -1.35784 0.80143 -0.07 0.05 -0.02 -0.178
H -2.21872 -0.98790 -1.64904 0.14 -0.18 0.07 0.488
C 1.49145 2.11217 -1.81260 -0.12 0.34 -0.18 -0.750
C 2.56444 2.51258 -0.80636 -0.03 -0.11 -0.14 -0.541
H 3.19280 3.32238 -1.17178 -0.01 0.06 0.04 0.522
C 3.34853 1.21137 -0.62522 0.03 0.06 -0.02 -0.986
H 3.84812 1.15084 0.34039 0.06 -0.04 -0.03 0.349
H 4.10239 1.11817 -1.40738 0.01 -0.03 0.01 0.399
H 2.10925 2.82392 0.13463 -0.04 0.05 0.02 0.122
H 0.58115 2.70919 -1.76666 0.10 -0.01 -0.05 0.316
H 1.88447 2.15429 -2.83696 -0.05 0.11 0.06 0.369
H 2.70373 -0.73459 -1.37928 -0.08 0.05 0.23 0.468
H 0.85289 1.24234 0.99509 0.07 -0.09 -0.14 0.027
H -0.05335 -0.93869 2.42095 0.05 0.03 0.04 0.094
H 1.40818 -0.42122 3.26560 -0.15 -0.03 -0.04 0.416
H -1.69463 0.87037 1.69597 0.00 0.03 0.05 0.322
H -2.00482 2.16546 2.87557 0.07 -0.05 -0.11 0.439
H -1.56950 2.55779 -0.35284 -0.02 0.07 0.15 0.090
H -2.42688 3.36720 0.98272 0.06 -0.03 0.01 0.521
H -0.78741 5.21179 0.97917 0.02 0.09 0.04 0.377
H -1.48815 5.01766 -0.63631 -0.04 0.08 -0.11 0.390
H 0.14308 4.42678 -0.29602 0.12 0.01 -0.09 0.212
```
Forces are in eV/Å.

(2)
ORCA calculation (the ωB97M-V functional and the def2-TZVPD basis) on a molecular structure, C17H31N3OP3Sc.

Summary:
**DFT total energy**: -2690.2091 a.u.
**Net charge**: +2
**Gap between HOMO and LUMO**: 7.15 eV
**ΔE to the lowest compared entry with this formula, charge and spin**: 0.0000 eV
**HOMO energy**: -13.85 eV

Geometry as XYZ:
```
56
Properties=species:S:1:pos:R:3:forces:R:3:mulliken_charge:R:1
Sc 0.17070 -1.03714 1.13621 0.06 -0.01 0.02 -0.410
C -0.83700 2.49395 2.63604 0.00 0.04 0.04 -1.453
P -1.42839 0.82871 2.23235 0.07 -0.09 -0.08 1.017
C -2.34388 0.31237 3.71422 -0.04 0.03 0.09 -1.168
C -2.61353 0.99525 0.85766 -0.06 0.07 0.02 0.624
C -3.14322 2.24907 0.55624 0.00 -0.01 0.02 -0.539
C -4.03259 2.41456 -0.49378 -0.02 -0.01 -0.02 -0.810
C -4.40808 1.32312 -1.26005 0.01 -0.02 0.01 -0.879
C -3.89132 0.06864 -0.97370 -0.03 0.01 -0.02 -0.574
C -2.99277 -0.11633 0.07529 -0.07 -0.04 0.00 0.538
P -2.34124 -1.78450 0.42354 0.13 0.09 -0.09 0.755
C -3.56882 -2.65799 1.43131 -0.05 -0.01 0.04 -1.179
C -2.34065 -2.67694 -1.15980 -0.08 -0.02 -0.06 -1.366
H -0.37737 2.97491 1.77362 0.00 -0.02 -0.02 0.421
H -0.08833 2.39891 3.42335 0.00 0.02 -0.01 0.417
H -1.64536 3.12281 3.01036 0.00 -0.02 0.00 0.471
H -3.27274 0.87553 3.81219 0.02 0.01 -0.03 0.400
H -1.71858 0.51095 4.58630 0.00 -0.03 -0.01 0.439
H -2.56666 -0.75288 3.69717 -0.01 0.01 -0.02 0.264
H -2.86860 3.11346 1.14431 0.01 0.02 0.00 0.345
H -4.43402 3.39493 -0.71005 0.00 0.01 0.00 0.437
H -5.10436 1.44405 -2.07830 -0.01 0.00 -0.01 0.438
H -4.20351 -0.76949 -1.58214 0.01 -0.02 0.00 0.334
H -4.52167 -2.69378 0.90104 0.02 0.01 -0.01 0.412
H -3.71962 -2.15543 2.38447 0.00 -0.01 0.00 0.318
H -3.22468 -3.67559 1.61772 0.00 0.00 0.01 0.425
H -3.35112 -2.81944 -1.54381 0.00 0.01 0.02 0.459
H -1.89993 -3.66295 -1.00816 0.01 0.01 0.01 0.410
H -1.75585 -2.13761 -1.90560 0.01 -0.01 0.01 0.440
C 2.91611 1.85439 -2.91891 0.02 0.01 -0.02 -0.960
N 3.42411 1.94896 -1.54930 -0.05 -0.01 0.04 0.148
C 4.60887 1.09762 -1.41889 0.04 0.01 -0.03 -0.913
N 4.35716 -0.29330 -1.79360 -0.03 -0.04 0.03 0.152
C 3.82664 -0.33587 -3.15688 0.03 0.00 -0.01 -0.901
N 2.62285 0.48027 -3.32780 -0.06 -0.01 0.03 0.142
C 1.47951 -0.07096 -2.62193 0.02 0.04 -0.18 -0.794
P 1.82848 -0.13329 -0.80006 -0.13 -0.03 0.16 1.573
C 2.40635 1.61951 -0.56827 0.08 0.16 -0.05 -0.882
C 3.48550 -0.96725 -0.84862 0.15 -0.05 -0.05 -0.928
H 3.67808 2.25164 -3.58921 -0.01 0.00 0.00 0.288
H 2.01706 2.46496 -3.01810 0.01 0.00 0.00 0.384
H 4.97702 1.13858 -0.39280 0.00 0.00 0.00 0.392
H 5.38207 1.49245 -2.07804 0.00 0.00 0.01 0.290
H 3.60962 -1.36916 -3.43151 0.00 0.01 0.00 0.391
H 4.59245 0.04609 -3.83172 0.00 0.00 0.00 0.296
H 1.26797 -1.07729 -2.99085 0.01 0.00 0.03 0.450
H 0.59696 0.54655 -2.80644 0.01 -0.01 0.02 0.414
H 2.81056 1.74539 0.43971 -0.01 -0.03 -0.02 0.447
H 1.55665 2.29897 -0.67861 0.01 -0.02 0.01 0.446
H 3.35871 -2.01286 -1.13910 -0.01 0.02 0.01 0.413
H 3.92682 -0.95317 0.15076 -0.01 0.01 -0.02 0.430
C 1.99635 -2.70901 3.18091 0.01 0.03 -0.04 -0.701
O 1.23483 -1.94413 2.25023 -0.07 -0.06 0.10 -0.415
H 2.86243 -2.12827 3.49386 -0.01 -0.03 0.02 0.269
H 2.32336 -3.63032 2.70207 0.01 0.00 0.04 0.281
H 1.37666 -2.94159 4.04509 0.04 -0.02 0.00 0.303
```
Forces are in eV/Å.

(3)
ORCA calculation (the ωB97M-V functional and the def2-TZVPD basis) on a molecular structure, C17H31N4OPb.

Summary:
**DFT total energy**: -1152.8283 a.u.
**Net charge**: +1
**Gap between HOMO and LUMO**: 3.05 eV
**ΔE to the lowest compared entry with this formula, charge and spin**: 8.3586 eV
**HOMO energy**: -10.89 eV

Geometry as XYZ:
```
54
Properties=species:S:1:pos:R:3:forces:R:3:mulliken_charge:R:1
Pb -0.03226 -8.13852 -0.72708 0.05 0.53 0.13 0.983
C 0.12913 -2.05248 0.00071 0.64 -2.23 -0.88 -0.439
O 0.52425 -3.27336 -0.56847 -0.50 1.62 1.10 -0.336
H -0.44481 -1.53851 -0.77035 0.10 0.64 -0.40 0.270
H -0.69757 -2.19562 0.69653 -0.58 -0.51 0.53 0.273
H 0.87586 -1.48458 0.55568 0.30 -0.04 -0.40 0.247
C 0.85901 -5.24029 8.33846 1.45 -0.85 -0.83 -1.254
C -0.27169 -4.26460 8.30957 -0.04 -0.90 -0.23 -0.282
C -0.63448 -4.00697 6.81059 -0.19 0.87 0.77 -0.377
C -0.50670 -5.11772 5.88274 -0.59 -3.82 -2.70 0.274
N -0.49244 -6.00469 5.09400 0.13 3.26 2.76 -0.482
H 1.13098 -5.72834 9.27438 0.06 0.71 0.23 0.328
H 1.66840 -4.68664 7.86260 0.80 -0.05 0.67 0.316
H 0.82284 -6.07580 7.63938 -0.88 -0.18 -0.03 0.355
H 0.11745 -3.38897 8.82913 -0.50 0.40 -0.39 0.243
H -1.11073 -4.64144 8.89447 -0.30 0.13 -0.34 0.310
H 0.00234 -3.25518 6.34434 0.07 0.39 0.38 0.264
H -1.65835 -3.63394 6.78514 -0.02 0.02 -0.36 0.308
C -0.75444 4.86104 -1.54172 -0.68 0.63 0.47 -1.192
C 0.06319 6.10533 -1.25822 1.80 -0.63 -1.86 -0.362
C 1.53347 5.63998 -0.97951 0.44 1.30 0.25 -0.460
C 2.56495 6.73571 -1.18013 -3.72 -3.95 0.84 0.109
N 3.30946 7.54998 -1.36750 2.64 2.87 -0.61 -0.354
H -0.29784 4.17530 -2.25544 0.43 -0.03 0.35 0.365
H -1.64407 5.19633 -2.07485 -0.50 -0.29 0.55 0.348
H -0.94214 4.41090 -0.56691 -0.53 -0.60 -0.36 0.300
H -0.38487 6.84469 -0.59438 0.22 -0.37 0.25 0.366
H 0.14602 6.55419 -2.24805 0.00 0.67 0.10 0.287
H 1.76550 4.83037 -1.67146 0.05 0.19 -0.18 0.252
H 1.69066 5.20273 0.00650 -0.14 0.20 0.18 0.341
C 6.39436 2.44592 -3.28640 0.82 0.78 -0.29 -1.208
C 6.20713 0.99326 -2.88467 -1.73 0.17 1.25 -0.358
C 5.69830 0.09772 -4.02933 1.56 0.44 -0.65 -0.382
C 4.56395 0.64754 -4.70987 -1.35 0.10 0.42 0.224
N 3.65691 1.11768 -5.22863 -0.22 0.10 -0.23 -0.436
H 7.35046 2.59070 -3.78940 0.03 0.12 -0.09 0.293
H 6.35010 3.16509 -2.46852 0.40 -0.45 0.52 0.357
H 5.62960 2.89704 -3.91864 -0.23 -0.75 -0.40 0.365
H 5.45462 1.04619 -2.09789 -0.66 -0.29 -0.11 0.250
H 6.99079 0.54911 -2.27089 0.69 0.05 -0.84 0.346
H 5.60146 -0.97662 -3.87276 -0.12 0.18 0.41 0.348
H 6.40414 0.21468 -4.85165 0.80 -0.43 0.04 0.200
C -6.69602 -0.80451 -1.14474 -0.60 0.44 0.20 -1.186
C -6.77097 -1.48370 -2.51203 -0.32 -0.27 1.80 -0.366
C -5.98032 -0.70191 -3.51701 0.16 0.69 -1.29 -0.320
C -6.33606 0.73354 -3.67602 -1.65 4.51 -0.76 0.208
N -6.63291 1.87923 -3.86101 1.41 -5.18 0.93 -0.427
H -7.11258 -1.28308 -0.25842 0.15 -0.94 -0.33 0.355
H -7.30266 0.10072 -1.11960 0.63 0.56 -0.35 0.339
H -5.62992 -0.64940 -0.97902 -0.11 0.55 0.39 0.281
H -7.78994 -1.63964 -2.86627 0.01 0.05 0.07 0.296
H -6.31740 -2.45694 -2.32452 0.04 -0.21 -0.69 0.261
H -6.16394 -1.17634 -4.48101 0.24 0.17 -0.27 0.279
H -4.90014 -0.68537 -3.37201 0.04 -0.36 0.31 0.281
```
Forces are in eV/Å.

| no. | molecular weight (g mol⁻¹) |
| --- | --- |
| 1 | 325.5 |
| 2 | 431.3 |
| 3 | 514.7 |